14
Properties=species:S:1:pos:R:3 method="wB97M-V/def2-TZVPD" homo_ev="-10.726 / -10.727" total_energy_ev=-18191.431 multiplicity=1 lumo_energy_ha="-0.196 / -0.196" gap_ev="5.4 / 5.4" charge=+1
O 0.718 1.342 1.706
C -0.424 0.657 1.649
C -1.420 0.953 0.690
Mg 1.401 -0.812 1.823
Na 1.129 2.113 -0.233
H -1.540 2.005 0.377
H -2.401 0.482 0.791
C 0.847 -0.606 -1.109
C -0.546 -0.386 -0.954
O 1.468 -1.424 -0.099
H 1.230 -0.851 -2.103
H -1.036 0.018 -1.846
H -1.037 -1.149 -0.339
H 1.610 -2.341 -0.355

---

13
Properties=species:S:1:pos:R:3 method="wB97M-V/def2-TZVPD" homo_ev="-7.492 / -8.141" total_energy_ev=-39655.072 multiplicity=6 lumo_energy_ha="-0.021 / -0.032" gap_ev="6.9 / 7.3"
O -2.380 1.123 0.085
C -1.145 0.630 -0.381
C -0.682 -0.430 0.616
C 0.616 -1.013 0.278
C 1.613 -1.535 -0.214
H -2.701 1.802 -0.514
H -0.396 1.437 -0.445
H -1.245 0.178 -1.381
H -1.412 -1.255 0.643
H -0.634 0.007 1.625
H 2.389 -2.267 -0.411
O 3.400 0.968 -0.672
Mn 2.576 0.355 0.771

---

11
Properties=species:S:1:pos:R:3 method="wB97M-V/def2-TZVPD" homo_ev=-14.565 total_energy_ev=-5722.467 multiplicity=1 lumo_energy_ha=-0.215 gap_ev=8.7 charge=+1
C -2.547 0.655 -0.008
C -0.101 -1.918 -0.135
C -0.462 -0.662 -0.005
C 0.972 1.050 0.117
N -1.536 0.131 0.068
H -3.467 0.953 0.434
H -0.805 -2.725 -0.177
H 0.922 -1.977 -0.166
H 0.769 1.509 1.011
H 2.036 0.652 -0.047
H 0.450 1.417 -0.850

---

12
Properties=species:S:1:pos:R:3 method="wB97M-V/def2-TZVPD" homo_ev=-10.226 total_energy_ev=-7222.165 multiplicity=1 lumo_energy_ha=0.025 gap_ev=10.9
C -1.400 0.632 1.999
C 0.129 -1.058 0.064
C 1.009 0.032 0.490
C -0.417 0.293 0.346
N -1.966 0.843 2.970
N -0.984 1.023 -0.727
H 0.037 -1.346 -0.971
H -0.069 -1.885 0.768
H 1.204 0.163 1.562
H 1.611 0.584 -0.168
H -1.226 0.455 -1.580
H -0.450 1.891 -0.918

---

12
Properties=species:S:1:pos:R:3 method="wB97M-V/def2-TZVPD" homo_ev=-8.760 total_energy_ev=-7221.725 multiplicity=1 lumo_energy_ha=0.024 gap_ev=9.4
C -1.990 -0.278 0.030
C -0.514 -0.015 -0.032
C 0.064 1.230 0.019
N 1.559 0.736 -0.003
C 1.550 -0.684 -0.190
N 0.349 -1.123 -0.199
H -2.544 0.665 0.021
H -2.260 -0.829 0.939
H -2.317 -0.884 -0.823
H 1.395 1.123 0.973
H 2.244 1.325 -0.467
H 2.463 -1.266 -0.268

---

12
Properties=species:S:1:pos:R:3 method="wB97M-V/def2-TZVPD" homo_ev=-8.018 total_energy_ev=-7220.617 multiplicity=1 lumo_energy_ha=0.024 gap_ev=8.7
N 2.221 -0.633 -1.652
C 1.507 -0.558 -0.749
C 0.689 -0.389 0.479
C 0.084 0.992 0.789
C -0.909 0.675 -0.335
N -0.760 -0.725 0.226
H 1.142 -0.977 1.287
H -0.943 -0.213 1.292
H 0.701 1.899 0.795
H -0.544 0.666 -1.375
H -1.933 1.062 -0.290
H -1.054 -1.573 -0.279

---

12
Properties=species:S:1:pos:R:3 method="wB97M-V/def2-TZVPD" homo_ev=-8.488 total_energy_ev=-7224.767 smiles=Cc1cnc[nH]1 multiplicity=1 lumo_energy_ha=0.033 gap_ev=9.4
C -1.048 0.467 1.254
C -0.090 0.152 0.164
C 0.523 1.038 -0.676
N 1.441 0.324 -1.455
C 1.163 -0.932 -1.279
N 0.176 -1.117 -0.309
H -1.768 -0.357 1.387
H -0.639 0.543 2.256
H -1.608 1.390 1.081
H 0.280 2.057 -0.919
H 1.964 -1.646 -1.428
H -0.395 -1.919 -0.077

---

12
Properties=species:S:1:pos:R:3 method="wB97M-V/def2-TZVPD" homo_ev="-7.507 / -7.508" total_energy_ev=-7219.541 multiplicity=1 lumo_energy_ha="-0.011 / -0.010" gap_ev="7.2 / 7.2"
N 0.980 0.633 1.274
C 0.121 0.573 -0.876
C 0.993 -0.144 0.083
C -0.258 -1.094 0.141
N -1.239 -0.408 0.837
C -1.157 0.098 -0.526
H 1.318 1.567 1.052
H 0.360 1.157 -1.766
H 1.911 -0.630 -0.273
H -0.357 -2.117 -0.208
H -0.549 0.295 1.386
H -2.047 0.112 -1.142